(1)
# C3H5ClO3

The molecule C3H5ClO3 (ωB97M-V/def2-TZVPD, the OMol25 dataset).

ΔE to the lowest compared entry with this formula, charge and spin   47.82 kcal/mol
Molecular weight   124.5 g/mol
SMILES string   OC(O)(Cl)[C@H]1CO1
HOMO level   -10.44 eV
Energy   -803.15646 hartree
LUMO energy   0.6 eV
Gap between HOMO and LUMO   0.405 hartree

Cartesian coordinates (Å):
O (0.409, -0.765, 1.397)
C (0.670, -0.525, 0.133)
O (0.885, -1.635, -0.621)
Cl (2.329, 0.394, 0.025)
C (-0.259, 0.558, -0.534)
C (-1.591, 0.915, 0.049)
O (-0.480, 1.772, 0.105)
H (1.044, -1.405, 1.730)
H (1.505, -1.530, -1.297)
H (-0.142, 0.599, -1.682)
H (-2.620, 1.163, -0.437)
H (-1.750, 0.457, 1.133)

Force components x, y, z for each atom (eV/Å):
O -0.972 -0.333 0.861
C 1.036 2.753 -2.120
O -2.446 -1.450 1.810
Cl 0.427 0.191 0.122
C -1.155 -1.321 -1.444
C -1.498 -1.728 2.601
O 0.430 0.875 -0.244
H 0.171 -0.222 0.135
H 1.543 0.686 -1.564
H 0.024 -0.088 1.964
H 2.408 -0.116 0.285
H 0.032 0.753 -2.406

Atomic partial charges in e from the Mulliken method, atoms 1 to 4: number 1, O, carries -0.47; number 2, C, carries 0.38; number 3, O, carries -0.47; number 4, Cl, carries -0.26



(2)
# C3H5ClS

A cluster of 2 separate species, C3H5ClS in total (ωB97M-V/def2-TZVPD, the OMol25 dataset).

ΔE to the lowest compared entry with this formula, charge and spin   76.54 kcal/mol
Molecular weight   108.6 g/mol
HOMO level (spin up / spin down)   -9.10 / -8.13 eV
Energy   -975.53475 hartree
LUMO energy (spin up / spin down)   -1.8 / -2.6 eV
Gap between HOMO and LUMO (spin up / spin down)   0.268 / 0.203 hartree

Cartesian coordinates (Å):
C (-0.549, 0.251, -0.391)
C (-1.337, 0.630, 0.723)
C (0.987, 0.169, -0.090)
S (-1.118, 1.997, -0.119)
Cl (-4.176, -0.525, -0.072)
H (-0.781, -0.180, -1.273)
H (-1.338, 0.398, 1.739)
H (1.191, 1.199, 0.076)
H (1.661, -0.188, -0.910)
H (1.017, -0.428, 0.795)

Force components x, y, z for each atom (eV/Å):
C 3.515 1.236 1.398
C -1.477 -0.794 -0.750
C -1.083 -0.339 -1.313
S -0.696 1.162 -0.613
Cl 1.193 0.443 0.342
H -1.900 -1.438 -2.446
H -0.447 -0.458 1.346
H 0.993 0.563 0.666
H -0.970 -0.015 0.699
H 0.872 -0.359 0.671

Atomic partial charges in e from the Mulliken method, atoms 1 to 4: number 1, C, carries -0.07; number 2, C, carries -0.27; number 3, C, carries -0.92; number 4, S, carries 0.00



(3)
# C3H5CrO4

A structure of composition C3H5CrO4 (ωB97M-V/def2-TZVPD, the OMol25 dataset).

ΔE to the lowest compared entry with this formula, charge and spin   141.26 kcal/mol
Molecular weight   157.1 g/mol
Total charge   +1
HOMO level (spin up / spin down)   -13.35 / -13.40 eV
Energy   -1462.26183 hartree
LUMO energy (spin up / spin down)   -6.9 / -6.2 eV
Gap between HOMO and LUMO (spin up / spin down)   0.235 / 0.264 hartree
2S+1   5

Cartesian coordinates (Å):
H (-0.540, -0.771, 0.449)
C (-0.977, 0.427, 0.459)
C (0.510, 0.599, 0.610)
O (-1.705, 0.307, 1.606)
H (-1.331, 1.354, -0.043)
H (0.865, 0.672, 1.645)
H (0.829, 1.571, 0.206)
Cr (-2.023, 0.930, 3.233)
O (1.484, -0.319, -0.377)
C (0.858, -0.650, -1.456)
O (-0.280, -0.256, -1.748)
O (1.194, -1.891, -1.813)
H (1.116, -1.974, -2.772)

Force components x, y, z for each atom (eV/Å):
H -2.837 1.597 -1.798
C 2.208 -1.882 1.197
C 3.003 2.664 -1.500
O -0.058 0.158 1.334
H -0.412 -1.928 -1.317
H 0.365 -1.325 -0.298
H -0.166 -0.232 -0.041
Cr -0.184 0.001 0.226
O -0.635 2.033 3.642
C -5.256 -2.097 0.609
O 2.233 1.209 -0.945
O 2.084 0.051 -1.038
H -0.347 -0.248 -0.071

Atomic partial charges in e from the Mulliken method, atoms 1 to 4: number 1, H, carries 0.27; number 2, C, carries -0.16; number 3, C, carries -0.51; number 4, O, carries -0.84